[1]
The following is a quantum chemistry calculation of 2 unconnected molecules or ions with the total composition C27H49BrF4N4O5S in a non-equilibrium geometry, from the OMol25 dataset.

The highest occupied orbital energy comes out at -8.2 eV. For the gap between HOMO and LUMO, the calculation gives 6.8 eV. For the LUMO energy, the calculation gives -1.4 eV. For the electronic energy, the calculation gives -5024.92922 hartree.

XYZ file:
```
91
Properties=species:S:1:pos:R:3:lowdin_charge:R:1
Br -5.016 3.690 -1.504 0.719
S 1.620 -1.837 -4.515 0.441
F 2.331 -4.326 -5.052 0.117
F 0.309 -4.128 -4.320 0.099
F 0.789 -3.553 -6.346 0.117
F -2.620 -3.873 -2.114 0.016
O 2.079 -2.030 -3.149 -0.348
O -0.134 2.832 2.201 -0.042
O -1.353 3.817 3.792 0.084
O 0.337 -1.168 -4.610 -0.335
O 2.626 -1.375 -5.435 -0.310
N -3.669 -1.096 0.001 0.137
N -3.716 1.240 0.174 0.186
N -3.374 -1.407 -2.254 0.125
N -1.686 -0.038 0.400 0.031
C 1.278 1.586 4.620 0.037
C 7.003 -0.049 0.577 -0.106
C 3.274 -0.555 1.310 -0.222
C 1.246 -3.544 -5.089 -0.676
C -1.423 -0.972 -0.724 -0.162
C 4.759 -0.850 1.580 -0.208
C 0.690 2.822 4.503 -0.052
C -2.223 4.429 -1.176 -0.114
C 1.153 3.375 0.246 -0.151
C -3.125 2.574 0.323 -0.173
C -2.642 -3.305 -0.852 -0.261
C 1.729 2.417 -0.790 -0.175
C -0.333 3.195 3.488 -0.477
C -2.773 -1.765 -0.975 -0.360
C 1.234 2.891 1.698 -0.140
C 1.060 1.041 -0.803 -0.193
C 0.926 -1.430 1.797 -0.178
C -3.076 0.135 0.214 -0.273
C -0.185 -0.544 2.371 -0.181
C -0.059 0.938 -1.822 -0.165
C 5.555 -0.482 0.310 -0.252
C 2.324 -1.087 2.385 -0.164
C -1.541 -0.726 1.711 -0.135
C -0.685 -0.438 -1.957 -0.128
C -5.156 -3.840 -0.590 -0.082
C -3.162 3.243 -1.057 -0.723
C -3.731 -4.006 -0.052 -0.182
H 0.687 0.835 0.203 0.077
H -0.729 -1.701 -0.316 0.124
H -0.800 1.727 -1.652 0.091
H 0.710 -2.488 1.934 0.118
H -4.716 1.175 0.015 0.159
H -1.746 -1.798 1.654 0.125
H -4.209 -1.956 -2.397 0.079
H 7.261 0.739 -0.131 0.065
H -2.289 -0.291 2.381 0.133
H 1.745 4.291 0.199 0.116
H 2.807 2.358 -0.645 0.110
H 2.744 -1.934 2.919 0.111
H 1.832 3.563 2.303 0.129
H 1.582 2.880 -1.768 0.116
H 5.043 0.386 -0.112 0.092
H -5.245 -4.389 -1.524 0.082
H 7.712 -0.852 0.393 0.066
H 0.129 3.671 0.042 0.084
H 7.130 0.379 1.568 0.062
H -5.847 -4.279 0.125 0.076
H -1.268 4.065 -1.551 0.068
H -3.457 -5.046 0.096 0.121
H 1.654 1.886 1.713 0.090
H 3.186 0.530 1.208 0.092
H -2.728 -1.570 -3.017 0.088
H 2.148 -0.264 3.083 0.069
H -2.054 4.908 -0.215 0.090
H 2.357 1.493 4.534 0.075
H -4.032 -1.597 0.796 0.133
H -2.894 2.467 -1.768 0.078
H 5.128 -0.309 2.447 0.106
H 0.387 1.153 -2.794 0.126
H 0.998 -1.223 0.731 0.079
H 0.979 3.579 5.228 0.122
H 0.667 0.720 4.860 0.072
H -3.796 3.139 0.967 0.122
H -3.706 -3.570 0.956 0.100
H 1.818 0.288 -1.012 0.110
H -0.312 -0.847 3.414 0.117
H 3.066 -0.970 0.324 0.110
H 0.153 0.492 2.396 0.074
H 4.827 -1.934 1.684 0.112
H 5.481 -1.264 -0.440 0.114
H 0.101 -1.146 -2.207 0.091
H -1.311 -0.400 -2.841 0.093
H -2.605 5.121 -1.919 0.069
H -5.410 -2.796 -0.736 0.058
H -1.685 -3.577 -0.404 0.148
H -2.132 2.557 0.761 0.114
```

[2]
The following is a quantum chemistry calculation of 2 unconnected molecules or ions with the total composition H2O3S2 in a non-equilibrium geometry, from the OMol25 dataset.

The highest occupied orbital energy comes out at -9.4 eV. For the gap between HOMO and LUMO, the calculation gives 8.3 eV. The value obtained for the energy above the lowest of the compared OMol25 structures with the same formula, charge and spin is 29.5 kJ/mol. For the LUMO energy, the calculation gives -1.1 eV. For the electronic energy, the calculation gives -1023.23789 hartree.

XYZ file:
```
7
Properties=species:S:1:pos:R:3:nbo_charge:R:1
S -1.235 1.379 1.924 1.697
S 0.956 -0.887 -0.243 0.261
O -1.360 -0.021 2.067 -0.846
O 0.479 0.722 -0.188 -0.874
O -1.774 2.010 0.754 -0.855
H -0.429 0.821 -0.609 0.498
H 0.210 -1.380 1.012 0.120
```